[1]
Entry from OMol25: a molecular structure, C26H66F12N2O19S4Y (the ωB97M-V functional and the def2-TZVPD basis).

## Properties
Net charge ... +1

```
130
Properties=species:S:1:pos:R:3:forces:R:3
Y 2.74505 -0.31744 -1.08480 -0.51 0.08 -0.14
C 6.15960 1.50520 1.13023 -1.82 0.28 0.64
F 7.25000 0.83463 1.22664 0.64 0.00 -0.46
F 6.20633 2.58280 1.90372 -0.24 -0.42 0.26
F 5.88691 1.95966 -0.10428 0.41 -0.60 -0.25
S 4.64724 0.35509 1.69748 -0.37 0.33 1.46
O 5.07790 -0.27621 2.93201 -0.47 0.84 -2.28
O 3.42730 1.13486 1.74179 0.90 0.06 -0.97
N 4.40365 -0.71398 0.29877 1.87 1.67 3.21
S 5.43508 -1.93428 0.50957 2.14 -3.39 -0.74
O 5.50356 -2.58046 -0.79350 -0.70 0.43 0.62
O 6.70907 -1.66944 1.15489 -2.16 0.09 -0.63
C 4.47126 -3.21316 1.64449 0.08 1.00 -0.89
F 3.28476 -3.46446 1.05822 0.17 0.35 0.24
F 5.14980 -4.32943 1.64914 0.51 -0.31 0.06
F 4.30067 -2.76076 2.86209 -0.12 -0.20 -0.14
C -1.11066 1.49927 -1.10090 -1.92 -0.95 2.00
F -2.35856 1.67938 -1.55227 1.18 -0.29 0.24
F -0.23420 1.76996 -2.00640 0.83 0.78 -1.05
F -0.93322 2.27196 -0.00667 0.03 -0.64 -1.19
S -0.88913 -0.39606 -0.67622 -2.24 -1.17 -1.39
O -1.97870 -0.79275 0.21873 2.58 1.43 -1.41
O -0.82830 -1.10092 -1.94998 0.60 1.22 1.14
N 0.76883 -0.42638 -0.03129 -3.48 0.40 -1.14
S 0.58668 -0.89493 1.47134 0.25 -2.02 4.37
O -0.28253 -2.03008 1.74559 0.65 2.08 -0.95
O 1.90919 -1.09184 1.99530 0.35 0.64 -0.50
C -0.06047 0.70719 2.38733 -1.40 -0.31 1.42
F -1.39490 0.94528 2.17622 1.96 -0.29 0.12
F 0.07553 0.46131 3.72053 0.14 0.23 -1.80
F 0.63821 1.81134 2.06174 -0.40 -1.11 0.17
C 2.64175 -0.06396 5.81009 -1.14 1.01 -0.16
C 2.34006 1.45694 5.56622 0.08 -1.08 0.65
O 2.92072 2.25906 6.57688 0.89 0.08 0.15
H 2.29311 -0.62873 4.94547 0.18 0.05 -0.25
H 2.00372 -0.41976 6.61906 0.36 0.02 0.32
H 3.68999 -0.30519 5.98646 -0.07 0.31 0.05
H 1.28570 1.70349 5.69124 -0.40 -0.75 -0.79
H 2.69772 1.71496 4.56942 0.03 0.26 -0.16
H 2.52166 3.12800 6.49148 0.13 0.10 0.18
C 2.29436 -4.90826 -1.48317 -0.23 -0.76 0.19
C 1.49894 -3.64061 -1.31738 -0.26 -1.35 0.41
O 2.45170 -2.61903 -1.63680 -0.04 1.89 -0.46
H 1.68110 -5.74480 -1.14819 0.34 -0.17 0.15
H 3.26610 -4.85610 -0.99214 -0.27 -0.15 0.45
H 2.52917 -5.11362 -2.52758 -0.23 0.14 -0.34
H 1.13148 -3.48848 -0.30252 0.08 0.07 -0.09
H 0.66230 -3.68379 -2.01471 -0.12 0.61 0.02
H 2.92964 -3.07285 -2.33481 0.87 0.39 -0.27
C -1.95959 5.05993 -2.14658 0.18 0.71 -0.30
C -2.14194 6.55598 -2.28871 -1.31 0.25 0.57
O -3.54843 6.79184 -2.51400 0.50 -0.17 -0.18
H -0.89385 4.95691 -1.94243 0.14 -0.66 -0.12
H -2.28199 4.61505 -3.08798 0.30 -0.36 0.07
H -2.53961 4.63608 -1.32681 -0.01 0.18 0.01
H -1.53761 6.97835 -3.09151 0.04 -0.16 -0.17
H -1.86719 7.05572 -1.35980 0.18 0.08 0.11
H -3.66518 7.61303 -2.99734 0.01 0.09 0.07
C 0.33878 -5.64075 1.78367 -0.73 -0.82 -0.08
C 1.18158 -6.73221 2.41377 0.68 2.04 1.77
O 0.78427 -8.02780 2.19443 -0.33 -1.22 -1.43
H 0.23108 -5.79536 0.71008 0.12 0.02 -0.12
H 0.73616 -4.64427 1.97660 0.12 -0.10 0.09
H -0.66684 -5.69733 2.20034 -0.13 0.17 -0.04
H 1.12742 -6.63371 3.49796 0.03 0.75 0.36
H 2.22072 -6.48546 2.19608 0.40 -0.56 -0.50
H 1.50424 -8.58929 2.49103 -0.13 -0.25 -0.02
C -2.99626 -1.79714 3.74425 0.29 -0.38 -0.47
C -2.98558 -3.24749 3.33880 -0.07 -0.49 0.42
O -4.31677 -3.70615 3.16939 -0.31 0.15 -0.21
H -3.39498 -1.63241 4.74525 -0.01 0.02 -0.14
H -3.56994 -1.26674 2.98420 -0.05 0.31 0.17
H -1.95217 -1.49224 3.67343 -0.08 0.39 0.26
H -2.51470 -3.86851 4.10084 0.28 0.03 0.21
H -2.40304 -3.37091 2.42583 0.00 0.05 -0.21
H -4.28400 -4.62736 2.90126 -0.08 -0.08 0.00
C 2.96041 3.91837 0.28026 -0.90 1.38 -0.43
C 2.24243 2.91078 -0.62341 0.28 0.54 1.42
O 3.25821 2.07835 -1.14314 0.44 -1.74 -1.28
H 3.93793 3.64539 0.67779 -0.53 -0.84 0.36
H 2.23789 4.22469 1.03672 0.41 -0.04 0.42
H 3.22031 4.84303 -0.23506 -0.32 0.13 -0.48
H 1.66659 3.30921 -1.45873 -0.07 0.37 0.28
H 1.61417 2.27620 0.00164 -0.12 0.04 -0.12
H 3.93010 2.69249 -1.44810 0.59 -0.39 -0.21
C 0.30436 -0.44758 -4.96641 -0.68 -0.07 -0.36
C 1.47989 -0.70886 -4.09633 0.08 -1.05 -0.89
O 1.62190 0.30055 -3.10092 0.61 0.20 0.87
H 0.29414 0.55818 -5.38646 0.01 0.10 0.04
H -0.59290 -0.63676 -4.37713 -0.13 0.28 -0.16
H 0.29041 -1.13936 -5.80863 0.09 -0.04 0.01
H 2.41887 -0.70082 -4.64982 0.03 -0.48 -0.15
H 1.26822 -1.65781 -3.60358 0.50 0.09 0.18
H 1.58292 1.11322 -3.61047 0.01 0.60 0.33
C -5.44709 0.45981 -1.61706 -0.53 -0.01 0.84
C -5.96894 -0.19083 -0.31372 1.78 1.77 -0.71
O -6.25935 -1.54071 -0.53908 -0.79 -0.05 0.48
H -6.32074 0.52447 -2.26563 0.39 -0.07 -0.50
H -4.58794 -0.04257 -2.06156 -0.33 -0.43 -0.06
H -5.10202 1.47388 -1.41538 -0.22 0.14 0.16
H -6.78229 0.43714 0.04991 -0.59 -0.44 -0.08
H -5.20650 -0.11200 0.46124 0.31 -0.04 0.12
H -6.41682 -1.86320 0.35131 -0.34 -0.67 0.06
C -1.27530 5.12040 1.81293 0.63 -0.95 0.22
C -0.55623 6.40837 2.30819 -0.87 -1.38 -1.80
O -0.66452 7.32593 1.20636 -0.18 0.61 0.66
H -2.29623 5.24173 1.45088 0.03 0.56 0.27
H -1.28401 4.27366 2.49927 -0.16 0.29 0.77
H -0.75666 4.62244 0.99369 0.39 0.55 -0.50
H 0.50311 6.22907 2.49187 -0.08 -0.13 0.44
H -1.07458 6.75740 3.20127 0.23 0.51 -0.24
H 0.08517 7.21291 0.61748 0.05 -0.06 0.14
C -2.27091 -4.23123 -0.67175 -0.35 0.97 -0.61
C -3.61570 -3.68835 -0.22676 -0.02 -0.27 0.87
O -4.32870 -3.18025 -1.30843 0.63 -0.50 -1.02
H -2.37284 -4.93165 -1.50068 -0.10 -0.43 0.33
H -1.67595 -4.60086 0.16341 -0.05 -0.09 -0.16
H -1.80918 -3.35938 -1.13520 0.57 0.03 0.10
H -3.46593 -2.90334 0.51448 0.25 0.18 0.16
H -4.18122 -4.45136 0.30812 -0.22 -0.38 -0.04
H -5.03360 -2.60533 -1.00154 -0.33 0.29 0.04
C -2.31571 2.03640 -5.36837 0.45 -0.13 -1.15
C -1.75124 2.30063 -6.82463 -0.98 -0.20 1.37
O -2.82920 2.68150 -7.69265 0.95 -0.57 0.20
H -1.54488 1.72221 -4.66466 0.25 0.38 0.06
H -2.98284 1.17529 -5.40722 -0.26 0.16 -0.18
H -2.86577 2.89515 -4.98356 0.11 0.00 0.02
H -1.28954 1.37071 -7.15656 -0.45 -0.09 -0.48
H -0.92730 3.01400 -6.84293 -0.13 0.43 0.14
H -3.07355 3.58787 -7.49165 0.00 0.08 0.05
```
Forces are in eV/Å.

[2]
Entry from OMol25: a single C15H18N2O molecule (the ωB97M-V functional and the def2-TZVPD basis).

## Properties
Energy above the lowest of the compared OMol25 structures with the same formula, charge and spin ... 0.0 kcal/mol
SMILES ... Cc1ccc(C)c(Cc2c(C)nc(C)[nH]c2=O)c1

```
36
Properties=species:S:1:pos:R:3:forces:R:3
C -4.53038 -1.64182 -0.54359 0.04 0.00 -0.02
C -3.52172 -0.62443 -0.10338 -0.01 0.05 -0.01
C -3.67693 0.09065 1.07349 0.00 -0.04 -0.03
C -2.72614 1.01917 1.45549 0.04 0.00 0.03
C -1.59585 1.25704 0.68678 -0.05 0.00 0.03
C -0.59528 2.28166 1.13322 -0.02 -0.04 -0.03
C -1.42965 0.53749 -0.49945 -0.22 0.08 -0.08
C -0.21689 0.74000 -1.37586 0.06 -0.20 0.10
C 1.03552 0.21117 -0.72981 0.14 0.21 -0.09
C 2.19629 0.92111 -0.60982 -0.44 -0.29 -0.07
C 2.38852 2.30503 -1.15010 -0.05 -0.05 -0.03
N 3.30274 0.42377 0.01680 0.64 0.14 0.22
C 3.26761 -0.76753 0.50182 -0.05 -0.11 -0.01
C 4.45592 -1.32615 1.21048 -0.02 -0.05 0.01
N 2.17335 -1.55735 0.38509 0.08 -0.02 0.09
C 0.99182 -1.15735 -0.25216 0.35 -0.01 0.05
O 0.08410 -1.95560 -0.36623 -0.20 -0.15 -0.12
C -2.39459 -0.38252 -0.87636 -0.10 0.14 0.14
H -4.94344 -1.37348 -1.51562 -0.08 -0.04 -0.04
H -5.34580 -1.71816 0.17173 -0.07 -0.04 0.01
H -4.05737 -2.61804 -0.64048 -0.05 -0.11 -0.02
H -4.54315 -0.07722 1.69804 -0.09 -0.03 0.04
H -2.86327 1.57069 2.37566 0.00 0.07 0.08
H -0.50125 3.07328 0.38927 0.09 0.11 -0.02
H 0.38679 1.83246 1.27495 0.09 0.07 0.03
H -0.90608 2.73318 2.07245 0.01 0.06 0.03
H -0.37353 0.19587 -2.31139 -0.04 0.11 -0.04
H -0.09668 1.79844 -1.60824 0.03 -0.02 -0.07
H 1.73989 3.01589 -0.64191 -0.09 0.10 0.00
H 3.42197 2.59774 -0.98998 0.00 0.03 -0.02
H 2.16724 2.33682 -2.21498 -0.05 0.09 -0.07
H 4.19258 -1.59688 2.23179 0.02 -0.05 0.08
H 5.24447 -0.58104 1.22704 -0.02 0.01 -0.01
H 4.81402 -2.21895 0.70010 0.05 -0.09 0.00
H 2.17875 -2.50545 0.74402 -0.04 0.15 -0.07
H -2.25812 -0.94318 -1.78959 0.07 -0.08 -0.11
```
Forces are in eV/Å.

[3]
Entry from OMol25: 2 unconnected molecules or ions with the total composition C2H3Cl3S (the ωB97M-V functional and the def2-TZVPD basis).

## Properties
Energy above the lowest of the compared OMol25 structures with the same formula, charge and spin ... 57.6 kcal/mol

```
9
Properties=species:S:1:pos:R:3:forces:R:3
C -0.13730 -0.88945 -0.94118 -3.75 1.17 5.51
C 0.15427 0.97949 0.12748 -2.72 -2.59 -2.09
S 0.75116 0.54645 1.70569 -0.56 0.23 0.68
Cl 0.56431 -2.14524 0.00857 0.07 0.03 -0.20
Cl 1.44547 1.68950 -0.79788 -0.04 0.33 0.12
Cl -1.01577 -0.02563 2.61217 0.60 0.20 -0.44
H 0.40902 -0.59014 -1.70032 2.35 1.00 -3.88
H -1.26090 -1.01805 -1.01596 1.65 0.26 -0.19
H -0.91027 1.45308 0.00144 2.40 -0.63 0.50
```
Forces are in eV/Å.

Lowest unoccupied orbital energy: -4.1, 0.7, -0.3 (eV)